C23H37As3N3OTl | ωB97M-V with the def2-TZVPD basis set

The geometry in XYZ format:
```
68
Properties=species:S:1:pos:R:3:forces:R:3:lowdin_charge:R:1
Tl -12.093928 -6.203225 13.047107 0.3 -0.2 0.2 0.753
O -16.090743 -6.331991 11.581840 2.3 0.0 0.2 0.070
C -14.850314 -6.291931 11.723668 -2.3 0.1 0.8 -0.475
N -14.229648 -6.100291 12.906622 0.5 0.0 -0.7 -0.113
C -15.014885 -5.854488 14.072890 -0.9 -0.1 -0.2 -0.166
C -14.187101 -5.361859 15.224051 0.4 0.4 1.1 -0.238
C -14.818754 -5.051198 16.448132 0.3 0.1 -0.2 0.015
C -14.050806 -4.600865 17.516463 0.2 -0.2 0.0 -0.007
C -12.650878 -4.466263 17.356670 -0.1 -0.1 0.0 -0.024
C -12.095287 -4.803916 16.135082 -0.5 0.1 0.2 -0.117
N -12.852398 -5.240934 15.103135 -0.3 -0.2 0.0 -0.021
C -13.959317 -6.437729 10.540414 0.0 -0.3 -2.2 -0.182
C -14.571307 -6.590012 9.256528 0.3 0.0 1.1 0.051
C -13.741176 -6.676034 8.147252 0.3 -0.1 -0.2 -0.002
C -12.336071 -6.613313 8.307847 -0.8 -0.1 -0.1 -0.018
C -11.835344 -6.468556 9.582535 0.1 -0.1 0.0 -0.129
N -12.623711 -6.400564 10.669628 -0.3 0.2 0.2 -0.004
H -15.537160 -6.789891 14.382092 0.1 0.6 -0.1 0.157
H -15.814216 -5.106454 13.832494 0.5 -0.5 0.3 0.163
H -15.909106 -5.161463 16.537460 0.6 0.0 -0.1 0.141
H -14.539464 -4.398238 18.480226 0.4 0.0 -0.5 0.133
H -11.985166 -4.127189 18.164190 -0.6 -0.2 -0.4 0.127
H -11.024084 -4.715608 15.955999 -0.2 -0.1 0.0 0.101
H -15.674299 -6.655933 9.212211 0.9 0.1 0.0 0.143
H -14.171882 -6.797891 7.144231 0.2 0.1 0.5 0.133
H -11.649393 -6.709871 7.466250 -0.3 0.1 0.2 0.125
H -10.755627 -6.411250 9.740594 -0.3 0.0 0.1 0.098
C -11.744399 -10.056088 14.933488 0.0 1.0 0.3 -0.247
As -11.640198 -8.914727 13.315574 0.0 -1.4 -0.5 1.102
C -12.919888 -9.940536 12.187424 0.0 0.9 0.1 -0.245
C -9.889120 -9.346218 12.415480 -0.8 -0.1 0.0 -0.297
C -8.605712 -8.615892 12.901614 0.0 -0.6 0.8 -0.654
C -8.652208 -8.442037 14.457779 0.9 -0.6 -0.1 -0.086
C -8.388318 -7.276355 12.185340 -0.4 0.5 -0.5 -0.293
As -9.368449 -5.656031 12.849187 1.1 0.5 -0.6 1.122
C -8.321893 -4.907812 14.365685 -0.5 -0.3 0.5 -0.251
C -8.824276 -4.324555 11.471228 -0.8 -0.5 -0.1 -0.243
C -7.440822 -9.567078 12.515611 0.8 0.1 -0.3 -0.375
As -5.462712 -9.319009 12.936995 0.0 0.0 0.7 1.149
C -5.478243 -9.990029 14.818903 0.1 0.3 -0.5 -0.335
C -5.143047 -7.399519 13.411252 -0.4 -0.2 -0.2 -0.354
H -11.445622 -11.083963 14.713684 0.0 0.2 -0.2 0.052
H -12.791539 -10.027665 15.281623 0.5 -0.1 -0.2 0.046
H -11.097535 -9.621115 15.709685 -0.3 -0.3 -0.2 0.026
H -12.597325 -10.982908 12.088540 0.0 0.3 0.1 0.050
H -12.954410 -9.445235 11.205319 -0.1 -0.3 0.3 0.024
H -13.916236 -9.878372 12.665418 0.5 -0.1 -0.3 0.050
H -10.080452 -9.192265 11.328122 0.2 -0.1 0.7 0.093
H -9.825101 -10.443761 12.580327 0.2 0.7 -0.1 0.094
H -9.514019 -7.868746 14.814698 -0.1 0.1 -0.1 0.035
H -7.735061 -7.923421 14.828164 -0.7 -0.4 -0.3 0.069
H -8.689070 -9.447994 14.949208 0.0 0.8 -0.4 0.108
H -8.664708 -7.337966 11.101983 0.2 0.0 0.8 0.094
H -7.333765 -6.952701 12.215411 -0.4 -0.2 0.1 0.057
H -7.239694 -4.883509 14.139719 -0.6 -0.1 -0.2 0.051
H -8.497046 -5.547928 15.250702 0.2 0.4 -0.4 0.027
H -8.674878 -3.880863 14.575772 0.1 -0.5 -0.2 0.048
H -7.730582 -4.242221 11.461142 -0.3 -0.1 0.1 0.052
H -9.292072 -3.367188 11.741207 0.3 -0.3 -0.2 0.045
H -9.185360 -4.650395 10.473363 0.2 0.3 0.6 0.033
H -7.332204 -9.651073 11.414770 -0.6 0.0 0.4 0.063
H -7.614395 -10.591044 12.907588 0.0 0.6 -0.2 0.074
H -5.955165 -10.983688 14.823661 0.3 0.4 0.2 0.024
H -6.019442 -9.276173 15.457645 0.3 -0.4 0.0 0.007
H -4.417747 -10.068080 15.116215 -0.6 0.0 0.1 0.028
H -5.222838 -6.787183 12.489156 0.2 -0.2 0.6 0.015
H -4.108592 -7.363960 13.800686 -0.6 0.1 -0.2 0.034
H -5.855678 -7.054896 14.184866 0.5 0.0 -0.3 -0.003
```
Forces are in eV/Å.

Values from the calculation:
- E_LUMO: -6.77 eV
- E_HOMO: -13.1868 eV
- Charge: +2
- Energy: -218163.1981 eV
- Kohn-Sham gap: 6.414 eV
- ΔE to the lowest compared entry with this formula, charge and spin: 0.00 kJ/mol
- F_max: 2.41 eV/A
- Spin multiplicity: 1